Record 1
Entry from OMol25: an isolated ion of composition C22H28NO3 and charge -1 in a non-equilibrium geometry (ωB97M-V/def2-TZVPD).

The value obtained for the strongest force on any atom is 0.0559 Eh/bohr. The calculation puts the energy above the lowest of the compared OMol25 structures with the same formula, charge and spin at 0.00 kcal per mole. As for the net charge: -1. As for the spin multiplicity: 1. The LUMO energy is 2.6960 eV. As for the SMILES: CC(C)(C)O/C([O-])=N/[C@H](Oc1ccc(C(C)(C)C)cc1)c1ccccc1. For the frontier orbital gap, the calculation gives 7.42 eV.

Geometry (Å):
O (-0.505, 4.419, -6.548)
O (0.346, 3.805, -2.626)
O (0.647, 2.542, -5.827)
N (0.834, 4.677, -4.761)
C (-0.266, 3.087, -8.596)
C (0.128, 2.303, 3.483)
C (3.835, 5.024, -3.056)
C (-0.754, 3.015, -0.725)
C (-1.221, 3.636, -7.547)
C (-0.555, 0.081, 2.609)
C (2.441, 5.164, -3.096)
C (0.480, 1.206, 2.469)
C (2.610, 7.242, -1.888)
C (-0.726, 2.403, 0.524)
C (1.846, 6.321, -2.628)
C (1.860, 0.647, 2.809)
C (0.427, 3.080, -1.523)
C (-2.015, 2.493, -6.933)
C (4.611, 5.979, -2.366)
C (3.990, 7.074, -1.752)
C (0.449, 1.798, 1.040)
C (1.528, 2.413, -1.086)
C (1.543, 1.804, 0.175)
C (0.394, 3.785, -5.672)
C (1.559, 4.102, -3.753)
C (-2.187, 4.618, -8.205)
H (-1.640, 5.462, -8.638)
H (0.208, 1.911, 4.503)
H (0.315, 3.905, -9.039)
H (-0.825, 2.585, -9.398)
H (2.105, 3.130, -3.940)
H (2.419, 2.366, -1.701)
H (0.785, 6.471, -2.804)
H (2.129, -0.178, 2.144)
H (2.629, 1.421, 2.741)
H (-2.759, 4.130, -9.002)
H (4.310, 4.157, -3.538)
H (2.092, 8.082, -1.415)
H (-0.498, -0.353, 3.616)
H (2.474, 1.303, 0.500)
H (4.573, 7.784, -1.163)
H (0.413, 2.363, -8.131)
H (1.857, 0.265, 3.834)
H (0.817, 3.150, 3.388)
H (-1.711, 3.459, -1.060)
H (-2.893, 5.009, -7.463)
H (-1.342, 1.770, -6.462)
H (-2.584, 1.983, -7.721)
H (-0.360, -0.719, 1.885)
H (-0.894, 2.671, 3.338)
H (-2.722, 2.868, -6.182)
H (-1.576, 0.449, 2.456)
H (5.701, 5.859, -2.294)
H (-1.627, 2.367, 1.184)


Record 2
Entry from OMol25: an isolated molecule of C4H2ClF2N in a non-equilibrium geometry (ωB97M-V/def2-TZVPD).

The value obtained for the strongest force on any atom is 0.1363 Eh/bohr. The calculation puts the energy above the lowest of the compared OMol25 structures with the same formula, charge and spin at 31.19 kcal per mole. As for the net charge: 0. As for the spin multiplicity: 1. The LUMO energy is -0.1668 eV. As for the SMILES: N#C/C=C(\F)[C@H](F)Cl. For the frontier orbital gap, the calculation gives 10.30 eV.

Geometry (Å):
Cl (1.414, 1.376, -0.679)
F (-1.143, 0.436, -0.309)
F (-0.061, 1.769, 1.432)
N (-1.609, -3.021, -1.136)
C (-0.846, -2.461, -0.506)
C (-0.336, -0.227, 0.337)
C (0.552, 0.834, 0.806)
C (-0.034, -1.588, 0.464)
H (1.287, 0.402, 1.406)
H (0.759, -1.857, 1.366)


Record 3
Entry from OMol25: an isolated ion of composition C9H23N2Si and charge +1 in a non-equilibrium geometry (ωB97M-V/def2-TZVPD).

The value obtained for the strongest force on any atom is 0.1204 Eh/bohr. The calculation puts the energy above the lowest of the compared OMol25 structures with the same formula, charge and spin at 1.58 kcal per mole. As for the net charge: +1. As for the spin multiplicity: 1. The LUMO energy is -2.8350 eV. As for the SMILES: C[C@@H]1CC[NH2+][C@H](N[Si](C)(C)C)C1. For the frontier orbital gap, the calculation gives 10.12 eV.

Geometry (Å):
Si (1.061, -1.536, -1.789)
N (0.960, 0.353, 1.332)
N (0.702, 0.013, -1.142)
C (-0.397, -2.084, -2.780)
C (-0.460, 1.860, 2.572)
C (1.353, -2.922, -0.550)
C (0.456, 0.698, 2.701)
C (-1.126, 1.214, 0.227)
C (-1.680, 1.585, 1.637)
C (-2.527, 2.893, 1.545)
C (2.367, -1.204, -3.127)
C (-0.190, 0.121, 0.327)
H (1.381, 0.771, 3.366)
H (-2.042, 3.749, 1.150)
H (2.197, -2.768, 0.266)
H (1.616, -3.768, -1.123)
H (1.615, 0.955, 0.942)
H (-0.326, -3.170, -3.234)
H (-2.229, 0.795, 1.976)
H (-0.647, -0.905, 0.734)
H (-0.699, -1.481, -3.569)
H (-0.261, -0.134, 3.095)
H (-0.002, 2.702, 2.021)
H (-1.310, -2.108, -2.105)
H (3.391, -1.253, -2.843)
H (-1.903, 0.919, -0.421)
H (-0.587, 2.008, -0.296)
H (-3.340, 2.465, 0.932)
H (-2.815, 3.241, 2.465)
H (1.447, -0.549, 1.301)
H (-0.747, 2.270, 3.636)
H (2.170, -0.234, -3.520)
H (0.034, 0.627, -1.714)
H (2.136, -2.036, -3.959)
H (0.402, -3.089, -0.052)


Record 4
Entry from OMol25: a 6-piece molecular cluster, C48H107N5O overall in a non-equilibrium geometry (ωB97M-V/def2-TZVPD).

The value obtained for the strongest force on any atom is 0.0513 Eh/bohr. The calculation puts the energy above the lowest of the compared OMol25 structures with the same formula, charge and spin at 30.45 kcal per mole. As for the net charge: +4. As for the spin multiplicity: 1. The LUMO energy is -7.1052 eV. For the frontier orbital gap, the calculation gives 7.69 eV.

Geometry (Å):
O (-0.548, -0.421, 0.089)
N (6.008, 5.576, -2.647)
N (-2.024, -5.751, 2.208)
N (-4.509, -1.968, -3.416)
N (-0.269, 3.690, -0.476)
N (-1.242, 0.251, 4.235)
C (-6.379, -2.840, -2.210)
C (-3.124, 0.125, 2.525)
C (-2.872, -4.085, 0.555)
C (-3.857, -0.751, 1.516)
C (5.599, 1.748, -3.276)
C (5.873, 6.881, -0.564)
C (-2.459, 2.605, -0.739)
C (-0.256, 2.707, -1.620)
C (1.117, 0.301, 5.020)
C (-1.264, -5.824, 0.895)
C (0.081, -6.412, 3.459)
C (-0.034, -0.604, 4.656)
C (-2.068, -0.626, 3.334)
C (-1.063, -5.420, 3.345)
C (0.717, 1.656, 4.380)
C (-0.522, 1.411, 3.544)
C (0.721, -0.853, 0.384)
C (5.351, 4.237, -2.998)
C (0.751, 3.461, 0.626)
C (1.826, -4.590, 3.879)
C (-4.372, -0.533, -2.951)
C (-2.157, -5.230, -0.170)
C (-3.224, -2.352, -4.132)
C (6.523, 5.655, -1.185)
C (-0.446, -3.993, -3.435)
C (5.449, 7.705, -1.769)
C (-4.875, -2.844, -2.235)
C (6.296, 3.067, -2.920)
C (3.377, 4.053, 2.273)
C (7.130, 5.879, -3.627)
C (-2.076, 0.707, 5.390)
C (4.955, 6.643, -2.742)
C (0.635, -2.298, 0.964)
C (-0.616, -2.551, -3.915)
C (2.177, 3.563, 0.076)
C (-2.777, -7.047, 2.449)
C (-5.721, -2.084, -4.380)
C (-0.222, 5.090, -1.007)
C (-6.863, -2.805, -3.654)
C (1.242, -5.932, 4.354)
C (-5.066, -0.108, 0.847)
C (-1.713, 2.536, -2.066)
C (-1.942, -1.870, -3.461)
C (-3.116, -4.679, 1.947)
C (4.769, 1.073, -2.198)
C (3.256, 3.117, 1.058)
C (1.684, -0.928, -0.793)
C (-1.653, 3.516, 0.177)
H (1.175, -3.728, 3.744)
H (-5.676, -0.828, 0.304)
H (4.968, 6.689, 0.018)
H (3.167, 2.060, 1.312)
H (-3.316, -1.841, -5.090)
H (-0.727, -4.409, 3.104)
H (-3.516, -7.195, 1.664)
H (-1.013, 5.245, -1.737)
H (0.483, -6.619, 2.466)
H (1.807, 0.047, -1.280)
H (-1.359, -0.940, 2.560)
H (0.456, 3.112, -2.339)
H (-4.172, 0.071, -3.832)
H (-2.057, 3.342, -2.711)
H (-5.298, -2.736, -5.145)
H (6.687, 2.991, -1.901)
H (1.681, -2.527, 1.227)
H (2.620, -4.195, 4.519)
H (-2.006, -2.001, -2.371)
H (7.182, 3.173, -3.547)
H (6.806, 5.620, -4.634)
H (-4.340, -3.784, -2.358)
H (-0.232, 5.802, -0.187)
H (-4.525, -2.357, -1.324)
H (-5.775, 0.322, 1.561)
H (5.208, 0.986, -1.204)
H (7.419, 6.925, -3.596)
H (-0.242, 1.001, 2.570)
H (0.100, -1.868, -3.459)
H (5.097, 1.832, -4.242)
H (-0.402, -5.170, 1.033)
H (-5.916, -1.135, -4.869)
H (-7.094, -3.806, -4.012)
H (-3.617, -0.452, -2.172)
H (4.564, 4.111, -2.253)
H (2.003, 0.062, 4.437)
H (-0.378, -1.290, 5.429)
H (4.775, 6.989, -3.759)
H (-4.727, 0.760, 0.275)
H (6.256, 8.325, -2.164)
H (-3.116, -1.159, 0.816)
H (-2.148, -3.267, 0.576)
H (6.430, 1.063, -3.468)
H (-1.428, 1.086, 6.177)
H (-3.850, -3.805, 0.174)
H (0.684, 2.494, 5.079)
H (0.189, 1.811, -1.181)
H (0.100, -2.350, 1.912)
H (2.330, 4.588, -0.265)
H (4.009, 6.195, -2.432)
H (0.444, -4.496, -3.812)
H (-2.560, -0.205, 5.734)
H (-1.289, -4.630, -3.707)
H (-6.640, -3.788, -1.728)
H (0.519, 4.257, 1.334)
H (-2.866, -6.011, -0.463)
H (-1.555, 2.974, 1.114)
H (-2.096, -7.893, 2.425)
H (-0.305, -7.367, 3.818)
H (-2.766, 1.468, 5.043)
H (0.443, -3.033, 0.181)
H (6.531, 7.418, 0.117)
H (-6.794, -2.078, -1.552)
H (3.793, 1.561, -2.058)
H (1.533, 2.009, 3.744)
H (1.955, -6.756, 4.349)
H (4.155, 3.644, 2.921)
H (6.254, 4.722, -0.694)
H (-1.143, 2.297, 3.437)
H (1.029, -5.850, 5.423)
H (7.607, 5.709, -1.232)
H (1.366, 0.360, 6.074)
H (-5.315, -0.235, -2.494)
H (0.488, 2.486, 1.034)
H (-2.078, 4.507, 0.299)
H (-2.487, -1.508, 3.814)
H (-3.834, 0.654, 3.168)
H (4.228, 3.162, 0.554)
H (-3.316, -6.902, 3.381)
H (4.950, 4.393, -3.999)
H (-1.664, -4.921, -1.089)
H (3.737, 5.050, 2.031)
H (-1.654, -5.301, 4.254)
H (-4.092, -5.149, 2.011)
H (1.270, -0.221, 1.125)
H (-0.510, -2.441, -4.994)
H (-2.577, 0.919, 2.007)
H (-1.769, 1.553, -2.528)
H (2.696, -1.313, -0.642)
H (2.404, -4.832, 2.982)
H (4.418, 0.074, -2.467)
H (-2.639, 1.608, -0.333)
H (-2.995, -4.013, 2.801)
H (2.232, 2.883, -0.779)
H (-0.313, -3.944, -2.351)
H (2.422, 4.021, 2.799)
H (-3.479, 2.993, -0.811)
H (-7.811, -2.271, -3.700)
H (-4.197, -1.726, 1.895)
H (0.685, 5.224, -1.597)
H (7.954, 5.217, -3.378)
H (-3.167, -3.431, -4.268)
H (0.257, -1.184, 3.782)
H (4.667, 8.441, -1.577)
H (1.227, -1.574, -1.552)
H (-1.845, -0.783, -3.502)
H (-0.981, -6.840, 0.635)


Record 5
Entry from OMol25: C34H42BMoN7O4S3 as an isolated structure (ωB97M-V/def2-TZVPD).

The value obtained for the strongest force on any atom is 0.0030 Eh/bohr. The calculation puts the energy above the lowest of the compared OMol25 structures with the same formula, charge and spin at 0.00 kcal per mole. As for the net charge: +2. As for the spin multiplicity: 1. The LUMO energy (spin up / spin down) is -7.6314 / -7.6357 eV. For the frontier orbital gap (spin up / spin down), the calculation gives 6.32 / 6.32 eV.

Geometry (Å):
Mo (1.122, -0.647, -3.164)
S (-1.171, -0.261, -3.412)
S (2.888, -0.521, -1.570)
S (0.862, -2.972, -2.230)
O (1.360, 1.325, -2.912)
O (0.845, 3.408, -3.560)
O (1.295, -2.058, -4.520)
O (1.238, -2.772, -6.651)
N (1.011, 0.745, -0.337)
N (1.010, -1.426, 1.340)
N (0.795, -1.704, 0.049)
N (0.973, 0.311, -5.104)
N (0.313, 1.661, 0.306)
N (-1.212, -0.474, -0.790)
N (-1.700, -0.576, 0.451)
C (0.976, 2.680, 0.812)
C (1.325, -2.420, 2.127)
C (-4.427, -1.872, 2.096)
C (3.110, -2.537, 3.832)
C (0.697, 3.837, 2.984)
C (2.319, 0.792, -0.558)
C (0.893, 1.636, -5.173)
C (-1.957, -0.343, -1.872)
C (1.382, -3.751, 1.631)
C (3.096, 1.816, -0.003)
C (1.175, -1.889, -5.864)
C (0.760, 1.501, -7.541)
C (0.413, 5.089, 0.818)
C (-1.303, 3.418, 1.546)
C (-3.366, -0.259, -1.764)
C (-3.860, -0.335, -0.495)
C (0.187, 3.751, 1.538)
C (-3.546, -0.615, 2.023)
C (-4.222, -0.107, -2.980)
C (-2.997, -0.503, 0.615)
C (0.715, -2.901, 4.493)
C (0.880, 0.118, -7.453)
C (1.010, 2.254, -3.813)
C (1.510, -0.615, 3.860)
C (4.574, 1.866, -0.214)
C (-2.413, -0.724, 3.039)
C (-4.389, 0.633, 2.327)
C (0.773, 2.280, -6.386)
C (2.382, 2.762, 0.688)
C (0.981, -0.442, -6.195)
C (1.188, -4.024, 0.310)
C (1.656, -2.108, 3.575)
C (1.289, -5.390, -0.285)
C (0.920, -2.897, -0.513)
B (0.331, -0.536, -0.854)
H (-2.837, -0.808, 4.040)
H (0.710, 3.359, -6.415)
H (4.801, 1.965, -1.277)
H (5.048, 0.948, 0.140)
H (0.964, -2.690, 5.533)
H (1.615, -4.559, 2.312)
H (-5.267, -1.827, 1.401)
H (1.460, 5.394, 0.835)
H (0.135, 4.603, 3.520)
H (2.187, -0.023, 3.242)
H (-5.274, -0.071, -2.705)
H (-1.706, 3.359, 0.534)
H (3.801, -1.994, 3.184)
H (0.902, -0.521, -8.325)
H (-1.838, 4.201, 2.083)
H (1.752, -0.428, 4.906)
H (0.561, 2.889, 3.508)
H (-4.776, 0.565, 3.344)
H (3.375, -2.319, 4.867)
H (1.751, 4.112, 3.035)
H (-1.767, 0.155, 3.009)
H (-3.849, -2.772, 1.880)
H (2.901, 3.603, 1.128)
H (-4.839, -1.967, 3.101)
H (0.087, 5.038, -0.223)
H (-1.793, -1.600, 2.849)
H (5.014, 2.708, 0.315)
H (-0.326, -2.620, 4.333)
H (1.474, -6.134, 0.485)
H (2.102, -5.427, -1.014)
H (-3.972, 0.810, -3.517)
H (0.372, -5.651, -0.815)
H (-4.070, -0.941, -3.666)
H (3.258, -3.606, 3.673)
H (-0.162, 5.869, 1.318)
H (0.673, 1.974, -8.510)
H (-1.492, 2.465, 2.045)
H (0.808, -3.979, 4.349)
H (-4.929, -0.282, -0.333)
H (0.492, -0.271, 3.673)
H (-5.247, 0.728, 1.660)
H (-3.791, 1.542, 2.252)


Record 6
Entry from OMol25: C19H14BrCo2O7S as an isolated structure in a non-equilibrium geometry (ωB97M-V/def2-TZVPD).

The value obtained for the strongest force on any atom is 0.0812 Eh/bohr. The calculation puts the energy above the lowest of the compared OMol25 structures with the same formula, charge and spin at 0.00 kcal per mole. As for the net charge: -1. As for the spin multiplicity: 1. The LUMO energy is 1.7453 eV. For the frontier orbital gap, the calculation gives 5.23 eV.

Geometry (Å):
Br (-1.271, 3.730, 0.710)
Co (4.684, -2.971, 4.308)
Co (3.982, -4.698, 2.753)
S (-0.583, -5.393, -0.573)
O (6.575, -5.301, 3.892)
O (6.643, -3.095, 6.478)
O (5.944, -1.484, 2.117)
O (3.361, -0.824, 5.788)
O (3.514, -7.573, 2.664)
O (-1.403, -2.896, 2.058)
O (5.109, -4.427, 0.071)
C (-0.982, 1.870, 0.839)
C (5.436, -2.064, 2.979)
C (-1.830, 0.979, 0.153)
C (-0.472, -2.344, 1.429)
C (-0.879, -4.212, -1.887)
C (2.815, -3.608, 3.658)
C (2.343, -4.076, 2.494)
C (-1.655, -0.401, 0.310)
C (4.659, -4.489, 1.135)
C (0.737, -2.997, 1.078)
C (1.119, -4.208, 1.707)
C (-2.177, -5.383, 0.239)
C (-0.607, -0.874, 1.104)
C (5.860, -3.013, 5.633)
C (0.045, 1.388, 1.669)
C (3.758, -6.443, 2.687)
C (3.899, -1.647, 5.185)
C (5.577, -4.717, 3.689)
C (0.244, 0.007, 1.773)
H (-2.812, -4.629, -0.226)
H (-1.868, -3.758, -1.768)
H (-0.838, -4.787, -2.824)
H (2.179, -3.354, 4.521)
H (1.296, -4.999, 0.952)
H (-2.331, -1.118, -0.159)
H (0.291, -4.565, 2.348)
H (0.675, 2.070, 2.229)
H (-2.599, -6.384, 0.093)
H (-0.109, -3.430, -1.861)
H (1.369, -2.524, 0.326)
H (1.028, -0.424, 2.403)
H (-2.047, -5.152, 1.303)
H (-2.620, 1.363, -0.485)


Record 7
Entry from OMol25: a 2-piece molecular cluster, C7H17NO overall in a non-equilibrium geometry (ωB97M-V/def2-TZVPD).

The value obtained for the strongest force on any atom is 0.1165 Eh/bohr. The calculation puts the energy above the lowest of the compared OMol25 structures with the same formula, charge and spin at 54.88 kcal per mole. As for the net charge: +1. As for the spin multiplicity: 2. The LUMO energy (spin up / spin down) is -3.1033 / -7.9967 eV. For the frontier orbital gap (spin up / spin down), the calculation gives 9.77 / 4.82 eV.

Geometry (Å):
O (-1.669, 1.817, 2.760)
N (-0.122, 0.496, -1.968)
C (1.503, -1.762, 1.689)
C (0.146, 1.864, -1.673)
C (0.878, -0.360, -1.347)
C (-0.388, 2.388, -0.184)
C (0.100, -1.777, 1.370)
C (0.491, -1.805, -1.107)
C (-0.448, -1.880, 0.026)
H (1.446, 0.102, -0.527)
H (1.831, -0.448, -2.026)
H (2.248, -1.995, 0.857)
H (0.303, 2.074, 0.535)
H (1.169, 2.203, -1.724)
H (1.460, -2.348, -0.947)
H (-1.613, 2.549, 2.152)
H (-0.003, -2.235, -1.957)
H (-1.147, 0.322, -1.882)
H (-0.595, 2.423, -2.392)
H (1.767, -1.461, 2.721)
H (-1.267, 1.902, 0.092)
H (-1.643, 1.011, 2.247)
H (-0.619, 3.371, -0.049)
H (-1.221, -1.121, -0.018)
H (-0.626, -1.524, 2.099)
H (-0.976, -2.834, -0.132)


Which value of strongest force on any atom does entry 1 give?
0.0559 Eh/bohr


Which of these has the lowest strongest force on any atom?
C34H42BMoN7O4S3


Among the records above, which one has the highest net charge?
C48H107N5O


What is the formula in the first record?
C22H28NO3